123
Properties=species:S:1:pos:R:3 method="wB97M-V/def2-TZVPD" spin_multiplicity=2 de_lowest_kj_mol=100.8 e_lumo_ev="1.1 / 1.1" gap_ev="3.7 / 3.7" charge=-1 homo_ha="-0.0947 / -0.0947" energy_ev=-80899.0171
H 0.8544 -4.7038 -3.2149
H -7.1427 -0.9340 -0.9353
Hg 2.4838 -0.2443 -0.1161
N 2.7087 -2.2722 -5.6994
C -4.6530 0.3325 2.5952
H -0.2008 2.5715 -4.3851
C -5.4736 -1.3479 4.3258
H 2.2024 -6.3277 -2.1310
H 2.8784 1.7583 -7.8632
C -6.4259 -0.3717 -1.5634
C -5.5166 3.6353 3.1953
C 4.1990 -4.6245 0.4674
C -3.9171 -0.0499 -1.8376
O -0.3680 3.1492 -6.5985
H -4.1525 1.0216 -1.8234
H 5.5370 -2.0530 7.2486
H -4.2711 1.8105 5.0438
H 3.4497 -4.0047 -6.4394
C 3.8522 -0.4354 5.1498
H -2.1815 2.4151 2.6232
C 6.2234 -1.3950 5.3092
C -4.8653 -0.6526 1.5990
H -6.4641 3.1655 2.8385
H 5.0547 -1.9274 0.7447
C 3.7170 2.0351 1.4960
H 4.1924 0.5246 7.1295
H -2.9173 -0.2901 -1.4728
C -3.0830 -0.6601 4.1718
H -0.5995 5.7681 -0.7428
H 6.8643 -2.3165 5.2921
N 4.1234 -3.4726 -0.3870
C -4.9269 0.9778 5.0642
O 4.9955 -1.0360 2.7706
H -3.0357 -1.2311 5.1294
H 1.9351 -1.8535 -2.0913
H 3.7580 -5.8891 -1.3393
H 4.4836 -2.9537 -8.6016
H -3.9067 -0.3614 -2.8666
H -6.5740 -1.0741 4.1791
C -4.1492 4.0160 1.1954
C -4.3292 3.0667 2.3554
H 4.3880 1.2568 1.8576
C 0.8383 0.9213 -5.2787
H -5.0766 3.9913 0.5992
C 0.1339 5.0277 -0.5259
C 3.2853 4.4441 1.3129
C 1.8622 2.8252 0.1283
C 2.7386 -0.2934 -7.0321
C 5.2531 -2.5144 -0.2394
H -4.7445 -1.7253 1.7582
H 2.8053 -0.6087 4.9688
H 5.3496 -1.8132 -1.0566
H -4.8509 -2.6511 -2.0735
C 2.3546 1.0544 -7.2198
H -5.3568 3.3210 4.2075
C -0.2549 -0.5877 -3.2826
H -2.8817 -1.4260 3.4098
C -4.8196 -2.2325 -1.0105
H 4.0662 0.5206 4.6624
C -4.5465 -0.1127 4.0412
H -5.6509 -2.8389 -0.5090
H -0.9092 3.4330 -1.6791
C 5.6970 -1.0707 6.6671
H -4.9634 0.6987 6.0992
N 0.7795 -1.1275 -3.9227
C 4.2983 -0.4491 6.6110
C 1.1481 -3.9800 -2.4595
C 0.6920 2.5975 -0.6356
C 3.3076 -2.9825 -6.6643
C 1.3120 1.5102 -6.4595
C 2.6228 1.8030 0.6492
C 2.2886 -1.0303 -5.9133
H -2.6108 4.0700 3.1305
H -4.8936 2.0725 -0.2184
C -0.6303 0.7375 -3.3507
C 3.8555 -2.3958 -7.8393
H 3.2011 -5.1816 0.4608
C -4.7149 1.6282 1.9190
C 3.0294 -5.6038 -2.1434
H -5.3690 -1.8397 5.2938
H 3.7152 5.3942 1.5367
H 0.9791 -3.0137 -3.0020
H -5.8778 1.3443 4.8075
H 3.5035 -5.5948 -3.0914
C 3.0068 -3.2496 -1.1786
H -3.0096 2.6262 4.1849
H 3.9343 -0.4778 -8.9125
C 1.3194 5.2954 0.1357
H 0.5306 1.5753 -0.9550
H 4.9883 3.6075 2.2977
N 2.5370 -1.9757 -1.3359
H -5.5902 4.7201 3.1476
C 1.2733 -0.4682 -5.0035
H -5.2887 -2.1444 3.5468
C 3.9784 3.3796 1.8778
H -3.3806 3.5606 0.5494
H -3.8198 -2.5667 -0.6571
N 2.4477 -4.3078 -1.8599
H 6.7646 -0.5463 4.8506
C -5.0195 -0.7374 -1.0096
H -1.3524 1.1724 -2.6680
H 1.5578 6.2859 0.3246
C -4.8723 1.3421 0.5608
H -0.8456 -1.2977 -2.6533
C -3.0253 3.0258 3.1349
H 0.3569 -4.0374 -1.6630
H 4.2720 -4.2450 1.5604
H -3.9185 4.9817 1.5003
N 0.7627 2.7652 -6.9129
H 5.0602 -5.2562 0.3290
H -2.3807 0.2043 4.1330
C -0.1402 3.7053 -0.9234
C -4.9489 -0.0584 0.3620
C -0.0372 1.4776 -4.3539
C 2.1907 4.1925 0.4778
C 3.6380 -1.0428 -7.9692
H 6.4999 -0.4609 7.2082
H -6.6160 0.6803 -1.3621
H -6.5924 -0.7325 -2.6374
H 3.5575 -0.9562 7.2432
O 1.5484 3.4514 -7.6286
S 4.7725 -1.6412 4.1508
H 6.1287 -3.1913 -0.2203

***

118
Properties=species:S:1:pos:R:3 method="wB97M-V/def2-TZVPD" de_lowest_kj_mol=0.0 e_lumo_ev=-7.0 gap_ev=6.4 charge=+2 homo_ha=-0.4935 energy_ev=-124508.3589
H -2.1226 4.6493 -2.3464
H -2.1059 -2.3880 -2.5556
C 0.4730 0.5304 2.3414
H 5.0443 -1.7760 2.5715
H -1.8658 3.4218 -1.1222
N 1.2437 2.7387 -2.0228
H -6.7021 -0.0031 1.9884
C 2.8299 -0.0585 2.3333
H -4.6929 -2.6361 -2.2998
H -4.8897 -1.7276 -3.7911
H -1.4611 -0.8002 -2.9826
C -0.4284 -2.2296 5.4453
H 1.7685 -2.5269 6.9924
C 2.5235 -0.9442 3.3556
C -2.3294 0.1879 -0.3699
C -3.3594 -0.5803 -0.9101
H -3.1166 0.1201 2.9394
H -0.1637 -1.3822 -5.8551
C -5.0024 -1.2459 3.7690
C 1.4277 -3.5573 4.4587
H -0.7949 -0.4718 3.7533
C -0.1420 4.6864 -1.5455
C 1.2365 -1.1448 3.8788
H 1.2932 -4.3129 5.2319
C 4.2584 0.1172 1.8069
H 1.6712 -0.8124 -0.0880
Zr 0.4991 1.1969 -0.6530
H 3.3424 -0.6475 -4.1045
O 1.8955 1.4857 0.7028
C 0.2072 -0.3805 3.3613
C 2.3025 3.2448 -4.1853
O -1.3175 0.7349 -1.1498
C 3.6666 4.1540 -1.2367
H 3.7333 0.2184 -0.3271
C 1.1445 -1.3210 -2.7943
H 5.2609 -0.4164 3.6783
H 1.5356 -0.9781 -5.9951
C 1.8640 2.3638 -3.0748
H 6.2514 -0.5478 2.2350
C 0.9131 6.7031 -0.7354
H 1.1268 -2.3009 0.5008
H 1.9457 2.8209 -5.1263
C -4.2472 -1.1225 0.0160
H -5.7515 -1.7530 4.3746
N 1.2971 0.0987 -2.5399
H -2.9268 1.2704 -2.9112
H 1.6412 -0.8177 6.5769
H -4.0240 -1.5826 4.1179
C -4.1885 -0.9265 1.3977
C 3.1856 0.4261 -4.1338
H 4.6280 1.9342 2.9431
H -1.2128 3.1997 -2.7432
H 2.4715 -3.5885 4.1475
H -5.7070 -1.1881 -2.3373
C -6.6246 -1.0862 1.8902
H -0.1207 -1.2426 -0.0804
H 4.0983 -1.4197 0.2578
C -3.7815 0.6091 -3.0587
C 0.6849 -0.9646 -5.3144
C 1.1271 4.1296 -1.6103
H -4.6643 1.0964 -2.6447
H 4.0804 0.9303 -3.7557
H 3.6489 3.0654 -1.1481
C 0.8882 -3.5121 -1.8625
C -3.1780 -0.1105 1.8867
C 4.3638 -0.3643 0.3516
H 0.6273 -3.5842 -5.2228
H 0.8089 -3.8382 3.6050
C 2.3005 4.7845 -1.2306
H -5.0923 -0.1782 3.9737
C 5.2481 -0.7062 2.6283
H -1.1926 6.4815 -1.0584
H -0.7715 -1.2752 5.8467
H -2.5398 -1.6427 -4.0917
H 0.8204 -4.1647 -1.0030
C 0.9304 -1.8015 -4.0880
H -5.8956 -3.5924 2.7525
H 4.2284 4.4138 -2.1364
H 0.8272 7.7241 -0.3944
H -5.0565 -1.7279 -0.3639
H 0.4319 0.0746 -5.0994
H -3.9381 0.4917 -4.1310
C 1.0275 -2.1748 4.9894
H 3.0475 0.7501 -5.1635
C -5.1509 -3.1027 2.1266
C -4.7839 -1.6304 -2.7113
H 5.3947 -0.2604 0.0112
Se -0.9423 1.6546 1.6523
H 2.9641 -1.7918 5.9388
H -1.0996 -2.5263 4.6363
C -1.3871 3.9461 -1.9587
H 4.2426 4.5223 -0.3890
H -5.3342 -3.4126 1.0980
C 1.7536 0.6829 1.8274
H -4.1687 -3.4755 2.4207
C 2.1602 6.0981 -0.7958
C 0.8080 -4.0323 -3.1451
H 1.9300 4.2583 -4.0584
C -0.2232 6.0036 -1.1026
C -2.2532 0.4219 0.9972
H 5.6950 1.7169 1.5596
H 3.3309 -1.5238 3.7777
H 4.0275 2.2355 1.3135
C 2.0651 0.8486 -3.2495
C 0.7899 -3.1830 -4.2331
H -6.8681 -1.3498 0.8615
C 1.0191 -2.1462 -1.6733
H 0.6998 -5.0970 -3.2922
C -2.3395 -1.4369 -3.0389
C 1.9048 -1.8021 6.1904
C -3.5604 -0.7645 -2.4131
H -7.3848 -1.5349 2.5284
C -5.2332 -1.5811 2.2975
H 3.3932 3.2715 -4.2461
H 3.0403 6.6480 -0.4915
H -0.5333 -2.9691 6.2379
C 4.6696 1.5908 1.9096
C 0.9101 -1.5786 -0.2916

***

132
Properties=species:S:1:pos:R:3 method="wB97M-V/def2-TZVPD" de_lowest_kj_mol=243.8 e_lumo_ev=0.1 gap_ev=8.0 smiles="C[C@H]1COC(=O)O1.C[C@H]1COC(=O)O1.C[C@H]1COC(=O)O1.C[C@H]1COC(=O)O1.c1cc[nH]c1.c1cc[nH]c1.c1cc[nH]c1.c1cc[nH]c1.c1cc[nH]c1.c1cc[nH]c1.c1cc[nH]c1.c1cc[nH]c1" charge=0 homo_ha=-0.2904 energy_ev=-87302.3786
C 7.9920 14.4781 -21.8535
C 16.6211 16.8170 -21.4588
H 12.7172 14.5047 -17.8116
O 7.3215 16.3616 -20.7100
O 12.5309 16.0137 -13.5607
H 14.8619 22.6606 -14.0627
H 8.8580 19.8936 -20.5450
H 12.0292 13.9001 -19.3278
H 13.8430 17.2357 -23.9596
H 6.8203 19.7612 -18.6116
C 14.6299 21.8165 -14.6916
C 13.7699 11.9440 -17.6863
C 16.7224 15.7623 -22.3790
C 12.0424 23.6343 -20.2522
H 6.2731 22.3951 -21.6954
C 18.0719 15.5335 -22.6253
H 11.4263 13.7875 -25.0348
H 10.3465 18.3499 -16.4740
N 12.9229 17.0485 -20.8201
C 13.2106 11.8039 -23.0607
C 15.4095 11.7174 -22.8408
C 7.6985 19.5913 -18.0098
H 14.1782 20.3841 -17.5782
C 9.3450 20.7491 -21.0112
C 13.4019 17.0061 -18.6382
H 11.3469 17.4802 -23.0184
H 14.4696 11.0074 -24.6056
C 11.6228 12.6603 -17.4947
H 10.0061 15.5596 -23.8240
O 10.0588 20.3820 -22.1851
H 15.0059 22.6387 -16.5624
C 18.8138 16.3366 -21.7856
H 6.5372 20.6771 -21.3968
C 12.5477 18.1384 -18.9285
C 11.3551 23.1864 -19.1480
O 14.7311 11.2778 -17.4830
H 14.1432 20.1856 -13.2950
C 13.3982 21.2293 -23.2896
H 8.7376 22.8246 -21.2719
C 6.8621 15.0198 -20.9929
C 13.5334 12.4637 -21.9277
C 11.8091 14.6678 -24.5499
H 14.0209 15.9249 -15.6533
N 15.4745 21.4062 -22.5542
H 6.7024 14.5058 -20.0459
H 13.4470 14.1910 -15.4461
H 16.4108 11.6317 -23.2353
C 5.5002 15.1836 -21.6585
H 16.3392 21.8297 -22.2696
H 11.7357 18.8844 -20.8432
H 4.9137 14.2694 -21.5549
C 8.5707 16.5490 -21.1482
N 9.4298 20.2596 -16.7879
H 18.1354 17.9778 -20.6550
N 13.0023 22.6886 -20.5197
C 9.5118 18.8930 -16.8823
H 18.5167 14.8328 -23.3147
O 11.8107 18.0365 -12.9097
C 14.9304 12.4100 -21.7554
C 10.6340 13.2428 -16.5173
C 14.3580 20.5998 -16.5396
H 10.0509 20.7856 -16.1985
H 8.2655 17.4993 -18.0469
H 8.0732 21.7282 -17.5866
C 12.8569 21.6244 -19.6677
C 8.4361 18.4715 -17.6072
H 5.4604 15.6017 -22.6636
C 13.6079 16.4130 -19.8448
C 11.7862 16.6124 -23.4930
N 11.0038 15.5649 -23.8397
C 9.4759 20.8555 -23.2881
O 9.0322 15.4255 -21.7819
C 13.0355 16.5281 -24.0456
H 15.7927 17.3243 -20.9993
H 14.1056 15.4893 -20.1099
H 15.3042 15.9834 -12.1442
H 11.0517 13.7848 -15.6689
O 13.6376 12.8664 -18.6273
N 14.7175 21.8251 -16.0531
H 12.3952 21.5041 -23.5728
H 15.8086 19.4600 -21.8365
C 8.2860 20.6909 -17.3801
N 17.9183 17.1112 -21.1155
H 13.7852 14.8523 -25.3386
H 7.6024 14.2729 -22.8533
H 13.1212 19.1804 -22.5973
H 13.1576 16.8626 -21.7887
H 11.8373 24.5125 -20.8396
H 12.1236 18.7524 -18.1502
N 14.3568 11.3357 -23.6689
C 14.5062 22.0784 -23.2371
H 12.8509 13.0649 -21.3461
O 12.7045 11.9569 -16.8368
C 8.3801 21.8250 -21.5338
H 8.2276 13.4870 -21.4592
O 13.9248 17.3933 -12.5717
H 11.5833 21.4210 -17.8707
H 11.1656 11.8387 -18.0554
C 11.8461 21.9520 -18.7695
C 6.9223 21.6788 -21.1929
H 13.6088 22.7267 -21.3341
C 14.2766 19.7277 -15.4554
C 14.7809 16.3431 -13.0270
H 9.8679 13.9035 -16.9297
O 9.2890 17.4587 -20.9155
H 10.5423 23.6796 -18.6315
H 13.6801 14.3726 -13.0203
H 14.6348 23.1113 -23.5152
H 13.3720 20.6891 -19.8092
H 15.4331 16.7277 -13.8087
H 14.0793 18.6683 -15.4719
H 4.9399 15.9246 -21.0800
C 12.6870 17.2272 -12.9988
O 9.9070 20.6971 -24.3980
H 15.0883 14.7495 -15.2514
H 15.5071 12.7970 -20.9330
C 15.0877 20.1201 -22.2817
H 15.9206 15.3248 -22.9542
O 8.4782 21.6899 -22.9700
H 10.0177 21.2618 -20.3249
C 12.2815 18.1436 -20.2873
H 19.8456 16.6367 -21.7043
C 13.8171 15.2960 -13.5771
H 13.7022 16.5905 -17.6915
C 12.4309 13.6081 -18.3608
H 12.2584 11.8693 -23.5634
H 10.0234 12.4329 -16.1098
C 13.7968 20.0042 -22.7390
H 6.7364 21.8351 -20.1248
C 13.0471 15.2355 -24.6469
C 14.0375 15.0125 -15.0520
C 14.3717 20.5441 -14.2859